Entry 1:
{"formula": "C28H53BClF4N6O7P2", "method": "ωB97M-V/def2-TZVPD", "elements": ["C", "C", "C", "C", "C", "N", "C", "C", "C", "P", "O", "Cl", "C", "N", "O", "C", "C", "C", "O", "C", "F", "F", "F", "C", "C", "C", "F", "O", "C", "C", "C", "O", "N", "B", "N", "O", "P", "C", "O", "H", "H", "H", "H", "H", "H", "H", "H", "H", "H", "H", "H", "H", "H", "H", "H", "H", "H", "H", "H", "H", "H", "H", "H", "H", "H", "H", "H", "H", "H", "H", "H", "H", "H", "H", "H", "H", "H", "H", "H", "H", "H", "H", "N", "C", "C", "C", "C", "H", "H", "H", "H", "H", "N", "C", "C", "C", "C", "H", "H", "H", "H", "H"], "coordinates": [[-5.74, -1.16, 0.71], [-4.87, -0.95, 1.95], [-3.45, -1.53, 1.78], [-2.49, -0.39, 1.45], [-0.98, -0.67, 1.29], [-0.59, -1.16, 2.57], [0.45, -2.01, 3.19], [1.72, -2.44, 2.48], [-0.81, -1.67, 0.08], [-0.75, -3.57, 0.41], [-1.63, -3.74, 1.76], [-2.25, -4.02, -0.97], [0.35, -1.48, -0.99], [-0.17, -1.88, -2.29], [1.40, -2.39, -0.71], [1.05, -0.02, -1.05], [1.42, 0.27, -2.52], [2.37, -0.06, -0.27], [3.44, -0.52, -1.11], [4.49, -1.02, -0.43], [4.84, -0.24, 0.60], [5.50, -1.12, -1.25], [4.24, -2.22, 0.09], [0.06, 1.03, -0.52], [-1.21, 0.96, -1.42], [-1.71, 2.23, -2.08], [-1.06, 2.41, -3.30], [0.46, 2.38, -0.48], [1.64, 3.03, -0.95], [1.36, 4.09, -2.03], [1.73, 3.69, -3.44], [2.17, 5.20, -1.60], [-0.37, 0.80, 0.97], [-1.24, 2.08, 1.23], [-2.57, 2.29, 0.65], [-0.64, 3.05, 1.96], [1.06, 0.86, 2.30], [0.15, 1.33, 3.81], [1.85, 2.27, 2.02], [-5.15, -1.04, -0.20], [-6.16, -2.16, 0.69], [-6.57, -0.46, 0.67], [-5.35, -1.39, 2.83], [-4.80, 0.13, 2.12], [-3.16, -2.06, 2.68], [-3.51, -2.23, 0.95], [-2.88, 0.07, 0.55], [-2.62, 0.33, 2.26], [-1.17, -0.78, 3.31], [0.80, -1.48, 4.09], [-0.03, -2.90, 3.60], [2.23, -3.10, 3.18], [2.39, -1.60, 2.33], [1.57, -3.00, 1.56], [-1.70, -1.51, -0.51], [-1.39, -4.56, 2.20], [-1.14, -1.69, -2.44], [-0.02, -2.87, -2.42], [1.98, -2.41, -1.48], [1.84, -0.61, -2.98], [0.58, 0.58, -3.14], [2.18, 1.04, -2.59], [2.63, 0.94, 0.07], [2.31, -0.68, 0.61], [-1.07, 0.26, -2.23], [-2.05, 0.55, -0.87], [-2.77, 2.11, -2.29], [-1.58, 3.14, -1.50], [2.44, 2.39, -1.28], [2.05, 3.59, -0.11], [0.31, 4.41, -1.99], [1.21, 2.80, -3.78], [2.81, 3.52, -3.51], [1.47, 4.51, -4.11], [1.88, 5.98, -2.08], [-3.26, 2.35, 1.40], [-2.61, 3.17, 0.16], [-0.47, 3.85, 1.44], [0.61, 0.75, 4.61], [-0.92, 1.11, 3.79], [0.25, 2.39, 3.99], [2.80, 2.09, 2.10], [-2.18, -6.90, 4.24], [-3.53, -7.06, 4.06], [-4.16, -6.69, 5.21], [-3.16, -6.29, 6.13], [-1.95, -6.42, 5.51], [-1.47, -7.11, 3.57], [-3.92, -7.43, 3.12], [-5.22, -6.71, 5.38], [-3.31, -5.94, 7.14], [-0.95, -6.23, 5.86], [4.73, 5.43, -5.67], [4.16, 5.77, -6.86], [4.28, 4.70, -7.70], [4.94, 3.67, -6.98], [5.21, 4.15, -5.73], [4.79, 6.03, -4.86], [3.72, 6.74, -7.02], [3.93, 4.65, -8.72], [5.20, 2.69, -7.35], [5.70, 3.70, -4.89]], "lowdin_charge": [-0.10, -0.23, -0.19, -0.16, -0.34, -0.04, -0.25, -0.10, -0.24, 0.71, -0.36, 0.28, -0.49, 0.09, -0.08, -0.24, 0.01, -0.14, 0.05, -0.75, 0.17, 0.22, 0.18, -0.29, -0.07, -0.16, -0.03, -0.08, -0.11, -0.38, -0.03, -0.04, 0.03, -0.65, 0.17, 0.14, 1.08, -0.20, -0.26, 0.07, 0.08, 0.07, 0.11, 0.10, 0.10, 0.08, 0.09, 0.11, 0.10, 0.10, 0.10, 0.10, 0.03, 0.03, 0.06, 0.05, 0.07, 0.08, 0.12, 0.10, 0.09, 0.08, 0.10, 0.06, 0.11, 0.09, 0.14, 0.10, 0.12, 0.13, 0.14, 0.06, 0.09, 0.09, 0.10, 0.11, 0.09, 0.15, 0.06, 0.05, 0.06, 0.08, -0.01, -0.14, -0.11, -0.11, -0.15, 0.14, 0.11, 0.09, 0.09, 0.10, 0.00, -0.14, -0.11, -0.11, -0.16, 0.14, 0.10, 0.09, 0.09, 0.10], "energy_ev": -95810.3323, "lumo_ha": -0.0838, "charge": 1, "orbital_gap_ha": 0.276}

***

Entry 2:
{"formula": "C5H17N3", "method": "ωB97M-V/def2-TZVPD", "elements": ["C", "C", "C", "C", "C", "N", "N", "N", "H", "H", "H", "H", "H", "H", "H", "H", "H", "H", "H", "H", "H", "H", "H", "H", "H"], "coordinates": [[-3.66, -2.73, -1.31], [2.53, 0.86, 2.69], [0.55, 0.82, 0.09], [2.03, 1.33, 0.26], [-2.41, -1.99, -1.45], [0.22, 0.29, -1.23], [-2.41, -0.69, -1.56], [2.33, 1.92, 1.64], [-4.32, -2.45, -2.16], [-3.48, -3.79, -1.48], [-4.23, -2.34, -0.50], [2.91, 1.31, 3.57], [1.52, 0.53, 2.75], [3.15, 0.17, 2.26], [0.49, -0.13, 0.70], [-0.10, 1.72, 0.38], [2.46, 2.05, -0.40], [2.68, 0.44, 0.24], [-1.36, -2.40, -1.73], [0.42, 0.94, -1.92], [-1.46, -0.16, -1.46], [0.75, -0.56, -1.40], [-3.30, -0.18, -1.55], [1.51, 2.51, 2.03], [3.17, 2.52, 1.51]], "lowdin_charge": [-0.02, 0.04, -0.21, -0.10, -0.09, 0.00, 0.17, -0.01, 0.13, 0.11, 0.10, 0.11, 0.09, 0.08, 0.14, 0.15, 0.13, 0.13, 0.18, 0.08, 0.10, 0.12, 0.16, 0.22, 0.19], "e_above_lowest_kcal_mol": 12.8, "energy_ev": -9914.1035, "lumo_ha": -0.2570, "charge": 2, "orbital_gap_ha": 0.407}

***

Entry 3:
{"formula": "C7H9NO", "method": "ωB97M-V/def2-TZVPD", "elements": ["C", "C", "C", "C", "C", "C", "C", "H", "H", "H", "H", "H", "H", "H", "H", "H", "N", "O"], "coordinates": [[1.55, 0.61, -0.52], [0.25, 1.40, -0.44], [-0.83, 0.72, -1.12], [-1.96, 0.09, -0.45], [-1.49, -0.85, 0.34], [-0.04, -1.32, 0.47], [0.85, -0.78, 1.57], [1.83, 0.31, -1.60], [2.42, 1.10, -0.12], [0.00, 1.99, 0.47], [-0.37, -0.01, -1.85], [-2.96, 0.43, -0.68], [-2.18, -1.48, 0.81], [0.00, -2.37, 0.19], [1.46, -1.42, 2.22], [0.52, 0.14, 2.00], [1.32, -0.63, 0.21], [-0.39, 2.07, -1.50]], "lowdin_charge": [-0.13, -0.30, -0.26, -0.04, -0.07, -0.17, -0.11, 0.15, 0.11, 0.17, 0.17, 0.12, 0.09, 0.13, 0.11, 0.10, -0.07, 0.01], "smiles": "C1=C[C@H]2O[C@@H]2CN2C[C@@H]12", "e_above_lowest_kcal_mol": 114.6, "energy_ev": -10937.8452, "lumo_ha": 0.0396, "orbital_gap_ha": 0.365}

***

Entry 4:
{"formula": "C29H22BrErNO8S", "method": "ωB97M-V/def2-TZVPD", "elements": ["Er", "O", "C", "C", "O", "O", "C", "C", "C", "C", "C", "C", "C", "C", "C", "C", "C", "C", "H", "H", "H", "H", "H", "H", "H", "H", "H", "H", "H", "Br", "C", "C", "C", "C", "C", "C", "C", "O", "O", "H", "H", "H", "H", "N", "C", "C", "C", "C", "C", "C", "C", "H", "H", "H", "H", "C", "S", "O", "O", "O", "H", "H", "H"], "coordinates": [[0.82, 0.96, -1.10], [0.21, -1.25, 0.11], [-0.33, -2.31, -0.70], [-0.19, -1.79, -2.16], [-0.86, -2.28, -3.04], [0.71, -0.87, -2.27], [-1.77, -2.55, -0.24], [-2.89, -2.19, -0.97], [-4.16, -2.36, -0.44], [-4.34, -2.89, 0.83], [-3.22, -3.25, 1.57], [-1.96, -3.09, 1.04], [0.52, -3.57, -0.61], [1.89, -3.47, -0.42], [2.69, -4.60, -0.37], [2.11, -5.86, -0.53], [0.75, -5.96, -0.74], [-0.04, -4.83, -0.78], [0.54, -1.57, 0.96], [-2.78, -1.79, -1.97], [-5.02, -2.06, -1.03], [-5.33, -3.02, 1.24], [-3.33, -3.67, 2.56], [-1.09, -3.39, 1.62], [2.35, -2.49, -0.35], [3.75, -4.51, -0.22], [2.73, -6.75, -0.49], [0.29, -6.93, -0.88], [-1.11, -4.91, -0.96], [-2.03, 1.06, -0.08], [-2.42, 2.84, -0.61], [-3.06, 3.60, 0.36], [-3.39, 4.92, 0.08], [-3.10, 5.45, -1.17], [-2.47, 4.67, -2.12], [-2.11, 3.35, -1.87], [-1.41, 2.60, -3.00], [-1.71, 2.88, -4.15], [-0.57, 1.70, -2.63], [-3.28, 3.17, 1.32], [-3.89, 5.52, 0.83], [-3.35, 6.48, -1.39], [-2.24, 5.07, -3.10], [4.28, 0.55, 6.08], [3.82, 0.61, 5.03], [3.25, 0.68, 3.70], [2.44, 1.75, 3.35], [1.90, 1.81, 2.07], [2.12, 0.82, 1.09], [2.95, -0.24, 1.51], [3.52, -0.32, 2.77], [2.23, 2.52, 4.08], [1.27, 2.66, 1.83], [3.20, -1.04, 0.82], [4.16, -1.15, 3.04], [3.02, 4.29, -0.44], [1.76, 3.61, -1.43], [1.35, 4.58, -2.40], [2.33, 2.34, -2.00], [0.70, 3.16, -0.48], [3.87, 4.53, -1.08], [3.31, 3.56, 0.32], [2.63, 5.19, 0.03]], "lowdin_charge": [1.34, -0.12, -0.31, -0.57, 0.09, -0.14, -0.17, -0.04, -0.08, -0.10, -0.08, -0.04, -0.13, -0.01, -0.07, -0.10, -0.08, -0.01, 0.11, 0.11, 0.10, 0.10, 0.10, 0.12, 0.10, 0.10, 0.10, 0.10, 0.12, 0.96, -0.55, -0.14, -0.09, -0.08, -0.01, -0.15, -0.61, 0.07, -0.20, 0.09, 0.10, 0.10, 0.12, 0.12, -0.20, -0.26, -0.05, -0.15, -0.19, -0.15, -0.06, 0.11, 0.08, 0.07, 0.11, -0.13, 0.44, -0.26, -0.41, -0.43, 0.07, 0.06, 0.08], "e_above_lowest_kcal_mol": 17.1, "energy_ev": -156805.7768, "spin_multiplicity": 4, "lumo_ha": [0.0860, 0.0860], "charge": -1, "orbital_gap_ha": [0.314, 0.314]}

***

Entry 5:
{"formula": "C6H15NO2", "method": "ωB97M-V/def2-TZVPD", "elements": ["C", "C", "C", "O", "N", "H", "H", "H", "H", "H", "H", "H", "C", "C", "C", "O", "H", "H", "H", "H", "H", "H", "H", "H"], "coordinates": [[-1.34, -1.72, 1.16], [-1.63, -2.23, -0.26], [-1.77, -0.29, 1.36], [-2.30, 0.41, 0.52], [-1.56, 0.21, 2.61], [-1.92, -2.28, 1.90], [-0.29, -1.88, 1.40], [-0.71, -2.47, -0.79], [-2.20, -1.47, -0.79], [-1.68, 1.21, 2.67], [-0.98, -0.23, 3.30], [-2.14, -3.18, -0.35], [1.29, 0.85, -0.71], [1.65, 2.23, -0.20], [1.19, 0.87, -2.23], [2.42, 0.01, -0.34], [0.44, 0.35, -0.22], [1.26, 3.07, -0.79], [2.15, 1.16, -2.63], [0.85, -0.11, -2.60], [0.46, 1.60, -2.55], [2.43, -0.78, -0.88], [2.72, 2.29, -0.44], [1.68, 2.39, 0.87]], "lowdin_charge": [-0.17, -0.09, -0.57, 0.04, 0.15, 0.12, 0.11, 0.06, 0.07, 0.11, 0.10, 0.07, -0.46, -0.05, -0.05, -0.08, 0.11, 0.08, 0.08, 0.08, 0.08, 0.07, 0.09, 0.07], "smiles": "CCC(N)=O.CC(C)O", "e_above_lowest_kcal_mol": 21.0, "energy_ev": -12050.4993, "lumo_ha": 0.0293, "orbital_gap_ha": 0.397}